[1]
Entry from OMol25: a 2-piece molecular cluster, C6H17NO overall at a distorted geometry (ωB97M-V/def2-TZVPD).

Structure (XYZ):
```
25
C6H17NO (ωB97M-V/def2-TZVPD)
C 0.9540 0.7604 0.9976
C 1.8289 -0.3570 1.6240
C 1.2118 0.7261 -0.6515
N 0.3209 -0.1119 -1.5476
C -0.0486 -1.4612 -1.2096
C -1.0413 -1.6009 -0.0337
C -1.0188 0.6081 -1.8818
H 1.1256 1.7488 1.3160
H -0.0408 0.6325 1.1047
H 1.0595 -1.2757 1.5305
H 2.1741 -0.0101 2.6663
H 2.7309 -0.5851 0.9399
H 2.2707 0.4817 -0.5857
H 1.1815 1.7187 -0.9385
H -0.4232 -1.8698 -2.1592
H 0.8276 -1.9817 -1.0360
H -0.8913 -2.5259 0.5605
H -2.1582 -1.4653 -0.3040
H -1.0542 -0.6774 0.6362
H -1.4773 1.1491 -1.0716
H -0.6401 1.4888 -2.4483
H -1.6941 0.0517 -2.5389
H -1.3234 1.6596 2.2943
H -2.1296 1.0299 1.1968
O -1.7445 1.8666 1.5397
```

As for the orbital gap: 9.01 eV. Its SMILES is CCCN(C)CC.O. The LUMO energy comes out at 0.02900 hartree. The spin multiplicity is 1.


[2]
Entry from OMol25: a 3-piece molecular cluster, C6H17NO2 overall at a distorted geometry (ωB97M-V/def2-TZVPD).

Structure (XYZ):
```
26
C6H17NO2 (ωB97M-V/def2-TZVPD)
C 1.7176 1.3035 0.1658
C 0.9072 0.4514 -0.7651
C -0.4039 -0.1737 -0.1648
C -3.4519 1.6729 1.4023
C -2.2828 0.7478 1.2499
C -1.5198 0.7471 0.1611
N 1.1520 2.5257 0.7158
H 2.2036 0.7529 1.0247
H 2.5828 1.5895 -0.4029
H 0.5604 0.9420 -1.7239
H 1.5680 -0.4504 -0.9729
H -0.8512 -0.9594 -0.7696
H -0.2886 -0.8698 0.7347
H -3.9194 1.9958 0.4606
H -4.1772 1.3109 2.1419
H -3.0873 2.5707 1.9376
H -2.2449 -0.0688 1.9532
H -1.6533 1.6618 -0.4540
H 0.5075 2.5098 1.4874
H 0.6428 3.0039 -0.1214
H 2.6149 -2.8709 -0.7399
H 2.1831 -2.9695 0.6422
O 2.9938 -2.7884 0.1572
H 0.4955 -3.7002 -3.0706
H -0.4103 -2.5544 -2.7891
O 0.1681 -3.1999 -2.2935
```

As for the orbital gap: 9.01 eV. Its SMILES is C/C=C/CCCN.O.O. The LUMO energy comes out at 0.01492 hartree. The spin multiplicity is 1.


[3]
Entry from OMol25: a 2-piece molecular cluster, C6H17NO2 overall at a distorted geometry (ωB97M-V/def2-TZVPD).

Structure (XYZ):
```
26
C6H17NO2 (ωB97M-V/def2-TZVPD)
C -2.0235 0.0729 0.0944
C -1.0496 1.1873 -0.3392
C -1.2690 -1.0866 0.7425
C -3.0711 0.6365 1.0521
O -0.1481 1.5663 0.6407
H 0.7306 1.0330 0.4781
H -2.5271 -0.2849 -0.8117
H -1.6156 2.0739 -0.6500
H -0.4851 0.7887 -1.2335
H -0.4812 -1.4545 0.0870
H -3.7458 -0.1481 1.3907
H -1.9494 -1.9087 0.9548
H -0.8103 -0.7578 1.6729
H -3.6627 1.4106 0.5668
H -2.5776 1.0745 1.9183
C 2.5766 -0.3830 1.2271
C 1.6796 -0.4719 -2.2591
N 2.6264 -0.5684 -1.2003
O 2.1213 0.2281 0.0374
H 3.4682 -0.0443 -1.4425
H 2.2259 -1.4173 1.2960
H 2.1866 0.2047 2.0539
H 3.6659 -0.3783 1.2660
H 1.5469 0.5363 -2.6673
H 1.9333 -1.1988 -3.0263
H 0.6549 -0.7102 -1.8485
```

As for the orbital gap: 10.28 eV. Its SMILES is CC(C)CO.CNOC. The LUMO energy comes out at 0.03261 hartree. The spin multiplicity is 1.


> The highest orbital gap belongs to which entry?

number 3